4 unconnected molecules or ions with the total composition C24H60N4O8. Source: OMol25; level of theory: ωB97M-V with the def2-TZVPD basis set.

Kohn-Sham gap	8.8	eV
relative energy (zero: lowest compared OMol25 entry of this formula, charge and spin)	208.5	kcal per mole
calculated total energy	-48191.0543	eV
F_max	4.11	eV Å⁻¹

ORCA input file:
```
! wB97M-V def2-TZVPD RIJCOSX def2/J DEFGRID3
* xyz 0 1
O 2.19192 1.95403 -13.77797
H 0.07484 10.08624 3.22084
H 0.92193 8.59623 2.54239
H -0.07080 0.47870 -11.85197
H 0.05652 2.17963 -12.18761
C 2.20388 -6.96426 3.17482
O -3.73906 7.64616 7.57600
H 0.93456 -11.48470 9.01237
C -2.00960 -0.69626 -9.36899
H 3.72049 2.65683 -15.09784
H -2.34576 5.58830 7.66513
H 2.27890 -2.33476 -1.96068
H -2.98844 4.80751 6.17347
C 1.92885 0.16215 -0.66638
H 3.06346 -6.40207 2.80988
H -0.78074 7.79373 7.04215
H 2.25369 1.79456 -15.83748
H 2.87782 -0.93367 -2.94132
N -0.03199 1.57392 -0.36710
H 1.45349 1.59234 1.11502
H 2.43636 2.05489 -11.07878
H -1.99044 8.48121 6.05210
H 3.03688 -7.91474 7.05031
H 2.50284 -11.12827 6.67699
C 1.46652 -10.92627 6.40619
C 0.24793 0.08845 -9.31448
H 2.72347 -0.31969 -0.09672
H 3.49401 0.97530 -14.77709
H 1.83181 -12.80471 8.69139
H 1.42911 -10.94560 5.31701
H -2.95489 -0.21940 -9.62806
H -0.55292 0.81098 -0.77531
C -2.71590 5.74795 6.65241
H 0.57361 7.47915 5.00825
C 2.46400 -6.41974 5.55356
H 0.01121 9.14279 5.16808
C 0.95276 -12.30060 8.28983
O 0.70879 -12.03391 6.86748
C 1.02310 1.35475 -9.72324
H -1.91553 6.17196 4.83819
H -2.13231 -0.80453 -8.29134
H 3.10521 -8.50050 5.29935
H -1.49775 0.77977 1.88230
O -1.05869 0.29870 -9.74900
C 2.01373 -1.41682 -2.48523
H 1.51580 -9.34214 7.94863
N 1.63511 1.44121 -11.04019
C 1.07675 -9.60187 6.98536
H 3.39367 -5.96605 5.21009
C -1.24094 7.68981 6.05955
H 2.38087 -8.03946 3.20187
H 1.48147 -6.91084 2.36034
C 0.64227 1.26444 -12.10147
H -0.25986 2.96465 1.06092
H 2.54492 0.71814 -1.37309
H -1.61945 2.93410 -0.15488
H 0.18572 -13.04488 8.50383
C 1.05000 0.88753 0.38801
N 1.33594 -8.56223 6.06079
H 0.55968 -0.85521 -9.76217
H -4.32219 6.77883 5.71486
H 1.79035 0.16118 -13.74812
H -4.06097 0.24629 -1.03000
C 2.61483 -7.87597 6.04608
N -1.62407 6.27053 5.80019
H -5.73462 8.05529 8.35529
C 1.18396 1.02861 -13.48742
H -0.53692 9.15500 1.85190
C -3.34474 0.22782 -0.20855
H -2.34976 -0.07419 -0.53554
C -0.30719 8.11990 4.96695
H 2.04818 -5.85670 6.38914
H 1.29006 -1.69006 -3.25319
C -0.92593 2.35269 0.45266
H 0.33498 2.18028 -9.54128
C 2.94963 1.89191 -15.00423
O 1.23863 -0.66558 -1.56754
C -3.99340 6.54233 6.72682
H 0.35763 1.09542 -14.19508
H -5.36627 8.96833 7.01171
H -4.74743 5.90705 7.19156
H -2.23170 2.27533 2.10191
O 1.66965 -6.41639 4.35397
C -4.87045 8.50045 7.86220
H -3.82273 -0.54953 0.38757
H -1.89179 -1.69398 -9.79182
O -3.16942 1.39432 0.56642
C -1.96019 1.58139 1.30640
H 0.30094 0.00831 -8.22873
H -4.43829 9.25539 8.51902
O -0.89783 8.41058 3.68755
C -0.01722 9.08197 2.80725
H 0.50058 -7.99466 6.04884
H -0.00202 -9.70484 7.10263
H 0.57413 0.10884 0.98406
H 1.88277 1.60092 -9.09995
*
```

---

A molecular structure, C3H3EuO3. Source: OMol25; level of theory: ωB97M-V with the def2-TZVPD basis set.

Kohn-Sham gap (spin up / spin down)	6.8 / 7.0	eV
relative energy (zero: lowest compared OMol25 entry of this formula, charge and spin)	0.0	kcal per mole
calculated total energy	-28624.0332	eV
<S²>	15.760
F_max	2.07	eV Å⁻¹

ORCA input file:
```
! wB97M-V def2-TZVPD RIJCOSX def2/J DEFGRID3
* xyz 1 8
H -3.15991 2.01007 1.15707
C -2.46252 1.54266 0.46157
O 0.27774 0.68187 -0.64148
Eu 2.51248 -0.19762 0.04385
H -3.32245 -0.39998 0.73158
H -1.77634 2.17821 -0.09451
C -2.56039 0.22881 0.27156
O 0.35454 -1.25026 0.37713
O -1.60398 -0.56058 -0.36512
C -0.30514 -0.37249 -0.25140
*
```

---

A molecular structure, C47H62N2O4ReSSe. Source: OMol25; level of theory: ωB97M-V with the def2-TZVPD basis set.

Kohn-Sham gap (spin up / spin down)	6.6 / 7.2	eV
relative energy (zero: lowest compared OMol25 entry of this formula, charge and spin)	0.0	kcal per mole
calculated total energy	-139230.3683	eV
<S²>	3.771
F_max	0.65	eV Å⁻¹

ORCA input file:
```
! wB97M-V def2-TZVPD RIJCOSX def2/J DEFGRID3
* xyz 0 4
H -2.24706 -2.80019 -6.56972
O -0.13522 -0.78601 -0.97060
H -3.64243 -6.11084 1.47640
H -0.25442 -4.31119 -6.08612
C -0.83379 0.74153 7.69141
C 0.95729 -0.85394 3.60235
C -2.75648 2.12463 -0.21380
C -1.33177 -0.98388 -2.99278
H -5.12830 -4.42773 -1.48117
C 0.89216 -0.86126 4.99415
C -1.41832 -0.40115 3.53107
H -0.10449 1.49982 7.39820
H -1.97550 -1.12790 -7.08292
H 1.30390 -1.96901 7.58418
H -1.14504 -2.68346 7.30844
O 2.17521 0.21050 0.33367
C -0.16015 -2.17032 -6.46514
H 0.40352 -0.17646 -7.12615
C -1.44128 -0.41746 4.91682
H -6.00909 -5.24685 1.27507
C 2.30437 -0.99586 2.91655
O -0.17169 -0.64078 1.53725
C -2.66670 -0.28464 0.22079
O -1.98571 0.96525 0.18109
H 1.19241 5.38375 0.39373
C 2.36937 -5.48148 0.63391
C 3.60831 -5.95239 1.40675
H -4.75500 -5.96663 -0.70452
C -0.20519 -0.62398 2.87263
H 4.11480 0.35273 -0.36306
Re 0.13705 0.79887 0.12317
H -1.46984 -1.71750 8.75731
H 2.43478 -3.86263 -1.63282
H 0.20751 -5.61605 0.84225
H -2.87700 2.75602 0.66667
C 1.10470 -5.90884 1.39173
C -3.70093 -2.83897 0.37624
C -1.41790 -1.68860 7.66596
S 0.33995 2.30360 2.08381
C 0.38948 -3.59599 -6.60238
H -3.72595 1.78291 -0.56832
H 0.83509 -0.95760 8.95265
C 0.71968 3.94527 1.74605
C 2.39236 -3.95778 0.51568
C 0.94953 -0.97553 7.86688
C 2.36095 -1.26836 -2.17608
H 0.96169 5.75360 2.70547
C -2.67282 -0.04229 2.75608
H 1.77679 -1.26014 -6.90014
H -2.66129 1.03101 2.54685
C -3.25670 -5.09689 1.34437
H -2.20330 2.64659 -0.99006
C -2.93237 -0.80746 1.47608
H 1.09126 -6.99415 1.51929
C -0.38952 -0.64565 7.20832
H 3.62302 -5.55183 2.42156
C 1.05025 -1.39875 -2.92139
H 0.52188 4.41211 3.71020
H -6.31055 -3.62033 0.64138
H 1.93767 -2.04451 -4.74088
C 2.42705 -3.30140 -0.70698
C -1.55455 -2.13533 -7.08999
H -2.44794 0.66952 -2.29480
H -3.45411 -4.99607 -1.39652
H -2.39158 -0.23910 5.41180
H 4.52337 -5.63106 0.90519
H -2.28367 -5.16068 0.85283
H -3.65711 -2.51236 2.50487
H 2.34795 -3.65221 2.64732
C 0.74338 -1.20674 -7.24668
C 2.35875 -1.20185 0.37774
H -5.52890 -3.82707 2.21082
C -2.90041 -0.96416 -0.95774
H 2.97920 -1.48715 3.62158
H 1.39143 -3.68341 -6.18009
H 3.26471 -5.93918 -1.30420
C 3.33762 1.01157 0.01647
C -3.43570 -2.24602 -0.85093
H -3.10100 -4.66529 2.33362
H -0.92659 0.75632 8.78032
H 3.66776 1.49429 0.93654
H 1.80994 -1.04703 5.53943
H -2.27868 -1.31099 -4.86866
H -3.42568 -0.60881 -2.98225
C 2.36235 -6.16571 -0.73258
N 1.00330 4.40744 0.54907
H 0.97791 3.74865 -0.25711
C 2.39765 -1.91175 -0.80472
C 1.00721 -1.76285 -4.25721
H -3.52609 -0.21562 3.41613
C -0.18070 -1.76271 -4.99135
Se 0.48014 2.30824 -1.70005
C -1.33677 -1.35342 -4.33538
H 2.58895 -0.20282 -2.11109
C -3.45847 -2.08769 1.52641
H 2.71846 0.00172 2.74415
C -4.39983 -4.94496 -0.85335
C -0.13627 -1.03033 -2.29136
N 0.72254 4.78226 2.79822
C -0.29706 -0.64880 5.68269
H 0.44324 -3.88173 -7.65595
H -3.60074 -2.79095 -1.77175
H 1.05108 -5.45335 2.38108
H 1.49626 -5.87065 -1.32820
H 3.03984 1.74738 -0.72600
C -5.60325 -4.23513 1.20159
H 3.61683 -7.04286 1.47370
H 0.73208 -1.45355 -8.31139
C 2.37188 -3.17727 1.67215
H -1.79864 1.02072 7.26472
H 2.31907 -7.24782 -0.59378
H -2.41670 -1.46159 7.29089
C -4.23632 -4.26464 0.50542
H 3.14941 -1.72116 -2.78244
C -2.56963 -0.41475 -2.33127
C 2.34554 -1.79323 1.63069
H 1.72098 -0.24983 7.60236
H -1.49449 -2.46338 -8.12977
*
```

---

A molecular structure, C50H95Br26N2O3S. Source: OMol25; level of theory: ωB97M-V with the def2-TZVPD basis set.

Kohn-Sham gap	5.7	eV
calculated total energy	-1894447.7564	eV
F_max	7.04	eV Å⁻¹

ORCA input file:
```
! wB97M-V def2-TZVPD RIJCOSX def2/J DEFGRID3
* xyz -1 1
C -0.02085 -2.96862 0.83761
H 4.84854 3.12600 6.59290
H -0.10549 -3.64441 1.77620
H -4.38554 4.44007 -6.27697
H 1.63918 -6.99014 -0.83471
C 3.76173 7.62012 -8.74517
Br 0.64147 -3.44375 6.59324
H -2.73690 -3.79125 3.83844
C 2.84742 2.10632 -1.94806
H 4.91417 2.54376 -1.16121
C 2.41345 0.75465 0.73487
Br -5.46688 6.01129 -6.59202
H 0.81994 -5.44773 0.89641
C -2.27996 3.81784 -6.01040
H -5.10535 3.17523 -4.16552
H 1.95140 -2.72215 -0.35074
Br 0.84971 -15.34426 1.45364
Br -1.45148 -5.91845 4.06991
H 0.63004 -0.78499 -2.81855
C -6.67989 2.65427 -2.74482
C -1.70540 3.22983 1.95363
H -7.02282 7.90769 -6.28240
H -1.36619 7.74948 0.53314
C -3.54284 -0.01845 4.56374
H -3.43219 0.92153 5.10855
C -0.48541 5.50722 -4.42444
Br -5.18707 -2.25945 3.88338
H -0.99135 9.41404 1.03423
H -0.85097 -11.85047 4.34444
H -0.49834 4.99849 1.76667
H 7.25713 -3.32782 -2.10795
C -3.30191 4.80768 -6.04295
Br -1.97999 -5.09219 8.60359
H 3.71801 -5.67959 -3.71661
C 6.95680 -1.72537 -3.56035
H -1.49697 -0.40763 -4.18745
C 1.75533 3.88369 -3.48970
H -1.87997 3.17486 3.02905
C 0.24190 -1.44874 1.37027
H 0.03332 0.26803 -1.41557
C 3.17612 3.12483 -3.18394
H 4.70100 7.30970 -8.28628
C -4.72083 -0.80138 5.08796
C -5.39165 3.34061 -3.12639
H -8.10285 5.73849 -5.29942
H 2.14773 2.63362 -1.20454
C -1.25240 -10.85347 4.52464
Br -1.87015 -0.97394 4.85946
H -0.80359 4.83420 -7.31486
C 3.41904 -5.80156 -1.47002
H 1.66480 1.63573 0.63128
C -0.75673 -2.66220 7.70445
H -1.49622 1.94268 9.44595
Br 2.72954 5.99986 -9.07473
H -5.45742 4.41410 -2.93958
H -9.20072 6.81264 -6.19638
H 3.95017 3.91533 -2.88376
H -5.61233 -0.17307 5.13205
H 6.24040 2.84768 5.52159
Br -1.73767 1.40224 1.27879
C -0.19900 -9.84959 4.92132
H 4.06263 2.28944 1.08912
Br -0.81894 2.25928 6.59722
H -2.03315 -10.91261 5.28518
C 3.64351 -6.51200 -2.92478
Br -2.17188 -10.30689 2.89564
H 0.60280 -3.59045 -1.25895
H -0.73101 -1.40993 -1.61547
C 1.59665 -4.93921 0.22998
H -1.65014 -2.58754 7.08522
H -2.59776 2.77449 -5.62098
C 6.96274 -2.27916 -2.15709
H 4.63302 0.56317 0.81953
H 4.32062 9.42270 -9.78133
C -0.76982 3.99252 -6.51752
C -2.89075 8.71527 1.76229
H -1.57465 -2.90584 9.67871
C 1.66066 -1.33956 2.12173
H -0.61798 -1.21075 2.11017
Br 5.31852 7.62734 -11.15300
Br -0.38339 7.82731 2.82661
H -3.17505 5.91804 -5.82659
Br -3.44432 0.62462 8.60954
H 2.47574 -1.93107 1.55981
C 0.50507 2.09086 -4.66702
C -0.96818 -3.46503 8.96374
H 1.52448 -1.77208 3.18721
H 7.62079 -1.69166 -1.51421
Br -3.01246 -4.56635 1.01810
H 2.04014 5.00780 -3.52256
H -0.03726 -3.76886 9.44342
H 2.60414 -4.78708 0.76139
O -1.27636 5.14276 -3.35096
C 1.63694 -14.07997 2.71106
H 3.04466 8.50169 -10.60952
H -3.63582 -5.00795 4.77275
H 2.09540 0.00064 -0.08187
Br 2.64897 1.50050 5.49618
C 3.95169 8.42090 -10.01058
H -1.85345 4.05234 7.94293
C -2.21272 3.04928 7.70607
H 0.27458 1.59661 -5.69010
H 4.61021 -7.15137 -2.93586
H 4.06887 -6.33398 -0.67535
H -4.83919 -4.80363 2.66158
Br -8.81913 4.73019 -7.46747
C 4.16106 1.68398 -1.10793
H -7.53466 3.16180 -3.19648
H -6.83052 2.58826 -1.66691
H 1.19788 -5.60224 -1.96488
Br -6.74622 0.83410 -3.44045
H 1.92679 -15.67129 4.17790
H -2.55397 3.72389 1.47643
C 1.08319 -3.47544 -0.22410
H -0.53579 -8.81550 4.84058
Br 5.20023 -2.14427 -1.33697
S -0.94213 1.93593 -3.45888
C -0.41631 3.92470 1.59381
C -8.31116 6.18453 -6.27260
C 0.28664 4.47610 -5.40975
C 2.22169 0.18824 2.23724
N 1.09184 3.43367 -4.73882
C 3.87425 1.35304 0.43940
H 0.11810 -0.73398 0.48598
H 2.66201 -13.93618 2.36509
Br 4.65566 4.42230 4.46910
H -0.43978 3.05401 -7.11439
H 3.48197 2.50326 -4.09380
H 3.20217 0.23823 2.82612
H 2.40104 1.11746 -2.35611
H 1.02125 3.79525 -2.59959
Br -3.87182 7.03720 1.91396
C 2.05320 4.53964 -6.85864
H 4.66771 0.75358 -1.56906
H -7.24642 7.18789 -7.89365
H -2.97728 9.22210 2.72371
C 5.15094 2.89322 5.57165
H -3.93024 -6.32590 2.53386
H -3.10679 3.12643 7.08673
C -7.14991 6.97102 -6.82912
C -0.30139 -0.51371 -2.18612
C -1.46263 8.47809 1.33902
Br -3.90801 2.72545 -2.02459
C -3.84128 -5.24488 2.64574
H -3.60448 0.19202 3.49516
H 1.31773 1.39546 -4.20997
Br 6.13343 -2.97443 -4.80966
H 3.17606 8.18552 -8.01748
H 7.97680 -1.59013 -3.92464
H -4.54430 -1.24202 6.06974
C -1.36942 0.14712 -3.19564
H 1.37348 0.78845 2.76766
H 2.71339 -7.16497 -3.13035
C -2.42646 2.24913 8.96682
H 6.41604 -0.78259 -3.64984
H 2.26266 -14.02814 4.76866
H 1.08843 -13.14321 2.60618
H -1.05770 -2.99638 0.33051
C 1.62268 -14.62610 4.11738
H -2.39032 0.13777 -2.64884
Br 1.39262 -10.01860 3.80764
Br -0.15658 -14.50528 4.90502
C 4.54075 1.61849 5.04445
H -0.10422 3.75084 0.56308
H 3.72265 -4.69116 -1.49850
C 1.85931 -5.87514 -1.05331
O 2.71690 3.93385 -7.73165
H -0.40146 -1.65794 7.94328
O -0.32389 6.77850 -4.62499
Br 1.05020 3.33631 2.73895
H -3.42609 9.28974 1.00432
N 1.29327 5.35488 -6.17014
H 5.00028 0.74812 5.51664
H -3.03027 2.81118 9.68166
C -3.05711 -4.83293 3.86389
H 0.14598 -10.03597 5.93993
H 4.61582 1.51972 3.96065
*
```